Entry 1:
C3H3I | the ωB97M-V functional and the def2-TZVPD basis

Structure (XYZ):
```
7
Properties=species:S:1:pos:R:3:forces:R:3:lowdin_charge:R:1
C 1.2558 -1.0928 -1.7062 1.2 -0.5 0.9 -0.22
C 0.7440 -0.0613 -1.2865 -1.2 0.4 0.9 -0.17
C -1.2410 0.5534 1.0697 2.1 0.4 -2.1 -0.52
I -0.4159 1.8334 2.3247 -0.2 0.5 0.4 0.98
H 2.0742 -1.8206 -1.6516 -0.9 0.4 -0.6 -0.02
H -0.6150 -0.3386 1.0627 -1.0 -0.6 -0.3 -0.06
H -1.8023 0.9265 0.1872 0.0 -0.6 0.9 0.00
```
Forces are in eV/Å.

Output
Energy relative to the best compared isomer or geometry (same formula, charge and spin)   137.1 kcal/mol
E_HOMO (alpha / beta)   -8.526 / -8.527 eV
E_LUMO (alpha / beta)   -3.34 / -3.34 eV
Multiplicity   1
Gap between HOMO and LUMO (alpha / beta)   5.19 / 5.19 eV
Charge   0

Entry 2:
C4H10O2 | the ωB97M-V functional and the def2-TZVPD basis

Structure (XYZ):
```
16
Properties=species:S:1:pos:R:3:forces:R:3:lowdin_charge:R:1
C 2.1251 -0.0772 0.6897 0.4 0.2 -0.3 -0.13
C 0.8035 -0.4502 0.0186 0.5 -0.5 0.4 -0.33
C 0.6999 0.0479 -1.4191 -0.7 -0.1 0.4 -0.12
H 2.9272 -0.3314 -0.0081 0.1 0.1 0.0 0.07
H 2.3527 -0.6274 1.5998 -0.3 -0.2 0.1 0.06
H 2.2338 0.9791 0.9352 -0.2 0.1 -0.1 0.07
H -0.0534 -0.1453 0.6195 0.0 0.1 0.1 0.07
H 0.8220 -1.5467 0.0098 -0.4 0.0 -0.1 0.10
H -0.3294 -0.0529 -1.7705 0.0 0.0 -0.1 0.06
H 0.9517 1.1045 -1.4999 0.2 -0.1 -0.1 0.08
H 1.3021 -0.5921 -2.0523 0.4 0.3 -0.3 0.07
O -2.8156 1.8718 0.5780 -0.5 -0.1 -0.6 0.09
C -2.7708 0.6946 0.7578 0.6 0.9 1.1 -0.42
O -3.2391 -0.2431 -0.0692 -0.7 0.9 -0.8 0.09
H -2.3520 0.3566 1.7134 0.1 -0.7 0.0 0.13
H -2.6576 -0.9882 -0.1026 0.5 -1.0 0.3 0.09
```
Forces are in eV/Å.

Output
Energy relative to the best compared isomer or geometry (same formula, charge and spin)   18.0 kcal/mol
E_HOMO   -10.838 eV
E_LUMO   0.63 eV
Multiplicity   1
SMILES   O=CO.CCC
Gap between HOMO and LUMO   11.47 eV
Charge   0

Entry 3:
C25H29N9O2S | the ωB97M-V functional and the def2-TZVPD basis

Structure (XYZ):
```
66
Properties=species:S:1:pos:R:3:forces:R:3:lowdin_charge:R:1
N 6.0260 -4.0158 -0.9229 -0.8 -0.8 1.4 0.15
O -3.4246 4.3632 -4.3360 0.0 0.0 -0.4 0.03
O -0.6554 5.5324 0.6644 0.0 -0.8 -0.1 0.04
C 5.5463 -4.4928 0.0262 0.6 0.6 -1.1 -0.19
N 2.5117 -5.7005 3.6939 0.9 -1.1 0.6 0.18
N 1.4459 -4.1173 2.3082 0.4 0.6 -1.8 0.20
S 1.3608 -0.3066 -0.2202 0.0 -0.2 0.2 0.85
C -3.2500 4.1921 -3.1397 -1.4 -0.3 -0.9 -0.56
C -1.1154 5.6529 -0.4635 0.2 -0.3 0.8 -0.44
C 4.9764 -5.0580 1.2114 -0.2 0.1 0.0 -0.16
C 5.6159 -5.9798 2.0041 -0.9 0.6 -0.2 -0.02
C -1.4483 1.1943 -2.4943 -0.1 0.1 0.4 -0.05
C -1.3196 1.8799 -1.3356 -0.5 -0.1 0.5 -0.21
C 1.5007 -4.9596 3.3060 0.8 -0.3 0.6 -0.52
C 3.5671 -5.6140 2.9068 0.4 -0.5 0.4 -0.29
C 2.5282 -4.0391 1.5431 -0.7 1.5 -1.3 -0.22
C -2.9720 0.2826 1.7851 0.5 0.4 -0.9 -0.09
C -3.5034 -0.8477 1.1381 0.5 0.4 -1.0 -0.09
C -2.2374 1.2410 1.0606 -0.3 -0.5 0.0 -0.01
C -3.3011 -1.0272 -0.2413 0.1 0.2 0.5 -0.03
C 3.6535 -4.8082 1.8019 1.5 0.2 -0.9 -0.06
C -2.0112 1.0873 -0.3239 -0.5 -0.2 0.7 -0.15
C -2.5612 -0.0695 -0.9509 0.6 1.1 0.3 -0.23
N 0.4249 -4.9870 4.0842 -1.6 0.0 1.2 0.14
N 4.7459 -6.3086 3.0388 0.5 -0.5 0.2 0.12
N -2.1778 0.0410 -2.2711 -0.2 -0.8 -1.0 0.08
N -1.1586 6.8959 -0.9672 -0.3 0.9 -1.1 0.03
N 2.4617 -3.1629 0.4647 0.4 -0.3 -0.4 -0.07
N -2.0977 4.5617 -2.5827 1.1 0.5 1.8 0.10
C -4.3570 3.5882 -2.2989 0.4 0.0 0.0 0.02
C -1.7950 7.4194 -2.1765 0.0 -0.4 0.1 -0.07
C 0.3999 -1.8418 0.0946 0.4 0.0 0.0 -0.44
C 2.8711 -0.7245 0.7384 -0.4 -0.4 0.0 -0.45
C 1.2113 -3.0679 -0.3177 0.2 0.5 0.7 -0.21
C 3.4512 -2.0733 0.3114 -0.4 -0.2 -0.2 -0.22
C -0.6647 3.2152 -1.1544 0.3 -0.3 0.7 -0.09
C -1.6575 4.3915 -1.1883 -0.1 -0.1 -0.7 -0.18
H 6.6143 -6.3775 1.8365 -0.4 -0.1 0.4 0.13
H -1.0607 1.5222 -3.4516 -0.2 -0.5 0.0 0.14
H -3.1294 0.4160 2.8466 0.0 0.0 0.0 0.09
H -4.0683 -1.5770 1.7025 0.0 0.0 -0.1 0.09
H -1.8302 2.1044 1.5665 0.0 0.1 0.1 0.11
H -3.7051 -1.8907 -0.7474 -0.1 -0.1 0.0 0.10
H -0.1196 -4.1439 3.9706 -0.2 -0.3 0.4 0.10
H 0.6533 -5.2985 5.0165 -0.5 0.1 0.0 0.10
H 4.9170 -6.9783 3.7835 0.0 0.3 -0.4 0.16
H -2.4022 -0.6216 -2.9987 0.0 0.1 0.2 0.15
H -0.7430 7.5787 -0.3512 -0.1 -0.2 0.1 0.14
H -1.4277 4.9472 -3.2275 0.0 -0.1 -0.1 0.14
H -4.6849 4.3159 -1.5602 -0.1 -0.1 0.2 0.09
H -5.1914 3.3291 -2.9491 0.2 0.1 0.0 0.09
H -3.9978 2.6877 -1.8048 0.0 0.0 0.2 0.07
H -2.8354 7.0917 -2.2287 0.1 0.1 -0.2 0.09
H -1.7807 8.5104 -2.1540 0.1 -0.2 0.1 0.09
H -1.2583 7.0847 -3.0653 -0.2 0.2 -0.1 0.08
H 0.1457 -1.9089 1.1565 0.0 0.1 -0.1 0.07
H -0.5312 -1.8154 -0.4741 0.1 0.4 0.0 0.06
H 3.6205 0.0593 0.5964 -0.3 0.0 -0.1 0.08
H 2.6207 -0.7647 1.8027 0.0 0.1 -0.1 0.08
H 1.4520 -3.0031 -1.3841 0.2 0.0 0.1 0.12
H 0.6025 -3.9685 -0.1825 0.3 0.1 0.2 0.12
H 3.7778 -2.0200 -0.7327 0.0 0.0 0.1 0.11
H 4.3383 -2.2606 0.9228 -0.2 -0.3 0.0 0.11
H 0.1012 3.3572 -1.9187 0.0 0.1 0.0 0.13
H -0.1592 3.1938 -0.1882 0.1 0.2 0.0 0.12
H -2.5093 4.0934 -0.5793 -0.2 0.1 -0.1 0.15
```
Forces are in eV/Å.

Output
E_HOMO   -8.005 eV
E_LUMO   0.60 eV
Multiplicity   1
SMILES   CNC(=O)[C@H](Cc1c[nH]c2ccccc12)NC(C)=O.N#Cc1c[nH]c2nc(N)nc(N3CCSCC3)c12
Gap between HOMO and LUMO   8.60 eV
Charge   0

Entry 4:
C3H9N2O2 | the ωB97M-V functional and the def2-TZVPD basis

Structure (XYZ):
```
16
Properties=species:S:1:pos:R:3:forces:R:3:lowdin_charge:R:1
C -1.0608 -0.1873 0.8746 0.0 -0.1 -0.3 -0.02
C -0.0903 0.5509 1.4523 -0.6 -0.6 0.5 -0.05
N 0.3814 1.3901 0.4854 0.4 0.5 0.4 0.12
C -0.2664 1.1792 -0.6527 0.4 0.2 0.8 -0.05
N -1.1566 0.2371 -0.4241 -0.1 0.0 -1.2 0.12
H -1.6237 -1.0163 1.2389 -0.3 -0.1 0.2 0.14
H 0.2130 0.4637 2.4797 0.5 0.4 -0.1 0.14
H 1.0663 2.1170 0.6270 0.1 -0.1 0.0 0.18
H -0.0210 1.6911 -1.5505 -0.2 0.1 -0.6 0.16
H -1.6956 -0.1339 -1.2099 -0.1 -0.4 0.2 0.13
H -1.3879 -1.2373 -3.6483 -0.1 0.5 0.0 0.07
H -1.8917 -2.2231 -2.6738 -0.3 0.1 0.4 0.07
O -1.8272 -1.2645 -2.7872 0.3 -0.5 -0.3 -0.05
H 3.3848 0.1937 2.0785 0.0 0.0 0.1 0.05
H 3.2530 -1.2813 1.8268 -0.1 -0.1 0.0 0.05
O 2.7229 -0.4791 1.8832 0.2 0.2 0.0 -0.06
```
Forces are in eV/Å.

Output
Energy relative to the best compared isomer or geometry (same formula, charge and spin)   11.3 kcal/mol
E_HOMO   -14.190 eV
E_LUMO   -2.74 eV
Multiplicity   1
Gap between HOMO and LUMO   11.45 eV
Charge   +1

Entry 5:
C56H46As2Cl2N6O3PRbS | the ωB97M-V functional and the def2-TZVPD basis

Structure (XYZ):
```
118
Properties=species:S:1:pos:R:3:forces:R:3:lowdin_charge:R:1
Rb -1.4765 0.3124 0.1900 -0.5 -0.2 0.3 0.62
C 1.6821 0.5085 1.6584 0.2 0.2 -0.2 -0.44
C 1.5605 1.5984 0.5984 0.0 -0.1 -0.1 -0.48
As 1.3889 3.3832 1.4170 0.0 0.0 -0.1 1.33
C 1.4955 4.4234 -0.2443 0.0 0.0 0.0 -0.40
C 1.8000 5.7810 -0.1498 0.0 0.0 0.0 -0.13
C 1.8801 6.5761 -1.2828 0.0 0.0 0.0 -0.11
C 1.6475 6.0216 -2.5360 0.0 0.0 0.0 -0.11
C 1.3333 4.6749 -2.6406 0.0 0.0 0.0 -0.08
C 1.2541 3.8793 -1.5025 0.0 0.0 0.0 -0.10
C 3.3096 3.5141 1.8651 0.0 0.0 0.0 -0.40
C 3.6688 3.5520 3.2096 0.0 0.0 0.0 -0.13
C 5.0050 3.5846 3.5930 0.0 0.0 0.0 -0.10
C 6.0010 3.5881 2.6283 0.0 0.0 0.0 -0.11
C 5.6552 3.5499 1.2827 0.0 0.0 0.0 -0.11
C 4.3211 3.5087 0.9065 0.0 0.0 0.0 -0.11
As 2.1010 -1.2625 0.8561 -0.1 0.0 0.2 1.31
C 3.6933 -0.6568 -0.1066 0.0 0.0 -0.1 -0.40
C 3.6108 -0.6821 -1.4990 0.0 0.0 0.0 -0.10
C 4.6453 -0.1726 -2.2742 0.0 0.0 0.0 -0.08
C 5.7743 0.3553 -1.6632 0.0 0.0 0.0 -0.10
C 5.8634 0.3840 -0.2767 0.0 0.0 0.0 -0.11
C 4.8245 -0.1134 0.4975 0.0 0.0 0.0 -0.11
C 2.9521 -2.0272 2.4489 -0.1 0.0 0.0 -0.40
C 4.0966 -2.8123 2.3544 0.1 0.0 0.0 -0.13
C 4.6390 -3.4229 3.4783 0.0 0.0 0.0 -0.11
C 4.0322 -3.2646 4.7154 0.0 0.0 0.0 -0.11
C 2.8791 -2.4969 4.8191 0.0 0.0 0.0 -0.09
C 2.3420 -1.8835 3.6963 0.0 0.0 0.0 -0.12
H 0.7696 0.4090 2.2528 0.0 0.0 0.0 0.04
H 2.5131 0.7713 2.3198 -0.1 -0.1 0.1 0.06
H 0.7238 1.4411 -0.0772 0.1 0.1 0.0 -0.02
H 2.4469 1.6289 -0.0388 0.0 0.0 0.0 0.06
H 1.9833 6.2227 0.8246 0.0 0.0 0.0 0.10
H 2.1210 7.6285 -1.1877 0.0 0.0 0.0 0.09
H 1.7090 6.6389 -3.4246 0.0 0.0 0.0 0.09
H 1.1459 4.2216 -3.6068 0.0 0.0 0.0 0.10
H 0.9869 2.8385 -1.6327 0.0 0.0 0.0 0.08
H 2.8929 3.5486 3.9678 0.0 0.0 0.0 0.09
H 5.2644 3.6036 4.6448 0.0 0.0 0.0 0.09
H 7.0436 3.6138 2.9220 0.0 0.0 0.0 0.09
H 6.4271 3.5394 0.5225 0.0 0.0 0.0 0.10
H 4.0633 3.4654 -0.1465 0.0 0.0 0.0 0.11
H 2.7230 -1.0785 -1.9826 0.0 0.0 0.0 0.09
H 4.5570 -0.1825 -3.3534 0.0 0.0 0.0 0.10
H 6.5819 0.7541 -2.2663 0.0 0.0 0.0 0.09
H 6.7349 0.8114 0.2049 0.0 0.0 0.0 0.09
H 4.8881 -0.0664 1.5794 0.0 0.0 0.0 0.11
H 4.5810 -2.9427 1.3922 0.0 0.0 0.0 0.10
H 5.5351 -4.0252 3.3824 0.0 0.0 0.0 0.09
H 4.4489 -3.7443 5.5930 0.0 0.0 0.0 0.09
H 2.3806 -2.3833 5.7738 0.0 0.0 0.0 0.10
H 1.4226 -1.3199 3.7962 0.0 0.0 0.0 0.08
N -3.2212 4.2208 -2.3976 0.0 0.0 0.0 0.00
C -2.1667 3.3918 -2.3536 0.0 0.0 0.0 -0.16
N -1.9284 3.0586 -1.1096 0.0 -0.1 -0.1 0.10
C -2.8967 3.7148 -0.4049 0.1 0.0 0.1 -0.32
N -3.7034 4.4424 -1.1524 -0.1 0.0 0.0 0.11
C -3.0132 3.5411 1.0562 0.3 -0.1 -0.2 -0.24
C -4.1035 3.9776 1.7601 -0.1 0.1 0.2 -0.10
N -4.2043 3.8001 3.0965 -0.1 0.1 -0.2 0.07
C -3.2530 3.0864 3.6442 0.2 -0.2 0.0 -0.17
C -2.1586 2.5790 2.9086 -0.1 0.1 0.2 -0.19
N -1.9790 2.8890 1.6374 -0.3 0.1 0.1 0.03
H -3.6592 4.6478 -3.1925 0.0 0.0 0.0 0.14
H -1.6128 3.0366 -3.2100 0.0 0.0 0.0 0.11
H -4.9084 4.5078 1.2663 0.0 0.0 0.0 0.10
H -3.3217 2.8755 4.7038 0.0 0.0 0.0 0.08
H -1.3789 2.0335 3.4195 0.0 0.0 0.0 0.09
O 0.9374 -0.7847 -4.1786 0.0 0.0 0.0 -0.33
S -0.1160 -0.2070 -3.3662 -0.1 0.0 0.0 0.40
O -0.1620 1.2528 -3.4149 0.0 0.0 0.1 -0.36
O -0.1888 -0.7488 -2.0135 0.1 0.0 -0.1 -0.52
C -1.6498 -0.7192 -4.1657 0.1 0.1 -0.1 -0.24
C -1.7836 -0.1946 -5.4506 0.0 0.0 0.0 -0.08
C -2.8699 -0.4989 -6.2470 0.0 0.0 0.0 -0.09
C -3.8402 -1.3571 -5.7527 0.0 0.0 0.0 -0.10
C -3.7098 -1.8826 -4.4790 -0.1 0.0 0.0 -0.10
C -2.6260 -1.5781 -3.6445 -0.1 -0.2 0.0 -0.30
P -2.5449 -2.3077 -1.9217 0.2 0.3 -0.3 1.11
C -4.1180 -3.2495 -1.8519 0.0 0.0 0.1 -0.38
C -4.1886 -4.6338 -1.7397 0.0 0.0 -0.1 -0.08
C -5.4085 -5.2690 -1.5300 0.0 0.0 0.0 -0.09
C -6.5746 -4.5304 -1.4293 0.0 0.0 0.0 -0.10
C -6.5166 -3.1435 -1.5221 0.0 0.0 0.0 -0.09
C -5.3010 -2.5134 -1.7167 0.1 0.0 0.0 -0.11
C -1.2999 -3.6205 -2.2168 0.0 0.0 0.0 -0.37
C -1.2702 -4.3982 -3.3727 0.0 0.0 0.0 -0.09
C -0.2850 -5.3572 -3.5497 0.0 0.0 0.0 -0.09
C 0.6846 -5.5435 -2.5708 0.0 0.0 0.0 -0.10
C 0.6650 -4.7701 -1.4203 0.0 0.0 0.0 -0.07
C -0.3233 -3.8106 -1.2448 0.0 0.0 0.0 -0.09
H -1.0031 0.4620 -5.8138 0.0 0.0 0.0 0.11
H -2.9510 -0.0776 -7.2418 0.0 0.0 0.0 0.09
H -4.6996 -1.6268 -6.3554 0.0 0.0 0.0 0.10
H -4.4791 -2.5546 -4.1253 0.0 0.0 0.0 0.09
H -3.2851 -5.2255 -1.8084 0.0 0.0 0.0 0.10
H -5.4374 -6.3478 -1.4352 0.0 0.0 0.0 0.10
H -7.5222 -5.0256 -1.2564 0.0 0.0 0.0 0.09
H -7.4167 -2.5514 -1.4140 0.0 0.0 0.0 0.10
H -5.2600 -1.4300 -1.7497 0.0 0.0 0.0 0.11
H -2.0147 -4.2381 -4.1451 0.0 0.0 0.0 0.11
H -0.2640 -5.9504 -4.4562 0.0 0.0 0.0 0.09
H 1.4615 -6.2855 -2.7128 0.0 0.0 0.0 0.09
H 1.4237 -4.8978 -0.6580 0.0 0.0 0.0 0.10
H -0.3268 -3.1949 -0.3542 0.0 0.0 0.0 0.04
Cl -4.8440 0.4428 4.9863 0.1 0.0 -0.1 0.55
C -3.6617 -0.8656 4.7762 -0.2 0.0 0.1 -0.60
C -3.7019 -1.8565 5.7225 0.0 0.1 -0.1 -0.22
C -2.8712 -2.9854 5.6539 0.0 0.0 0.0 -0.20
C -2.0169 -3.0550 4.5471 0.0 0.1 0.0 -0.22
C -1.9951 -2.0540 3.6097 0.1 -0.2 0.0 -0.57
Cl -0.8555 -2.3244 2.2599 -0.1 0.2 -0.1 0.56
C -2.7966 -0.7934 3.5634 0.1 -0.1 0.1 -0.62
N -2.7359 0.1244 2.6889 0.2 0.0 0.0 -0.13
H -4.4113 -1.7499 6.5369 0.0 0.0 0.0 0.07
H -2.9055 -3.7669 6.4010 0.0 0.0 0.0 0.05
H -1.3550 -3.9038 4.4092 0.0 0.0 0.0 0.07
```
Forces are in eV/Å.

Output
Energy relative to the best compared isomer or geometry (same formula, charge and spin)   0.0 kcal/mol
E_HOMO   0.115 eV
E_LUMO   3.45 eV
Multiplicity   1
Gap between HOMO and LUMO   3.33 eV
Charge   -2

| no. | electronic energy (Eh) |
| --- | --- |
| 1 | -413.498302 |
| 2 | -308.869435 |
| 3 | -2011.607356 |
| 4 | -379.486730 |
| 5 | -8871.423378 |